30
Properties=species:S:1:pos:R:3 method="wB97M-V/def2-TZVPD" homo_ev=-7.06 charge=0 de_lowest_kj_mol=625.18
Hg 0.52 -0.04 -0.07
C -4.14 -1.18 -4.94
C -2.61 -1.21 -4.68
O -2.20 -0.29 -3.65
H -4.71 -1.65 -4.14
H -4.40 -1.73 -5.85
H -4.39 -0.19 -5.32
H -1.97 -1.09 -5.56
H -2.40 -2.17 -4.22
C 4.74 -3.37 0.63
O 3.58 -3.01 -0.03
H 5.53 -2.64 0.47
H 4.57 -3.31 1.70
H 4.99 -4.38 0.28
C 1.08 2.41 4.03
C -0.26 3.07 3.65
O -1.08 2.34 2.68
O 1.13 1.10 3.52
H 1.28 2.67 5.07
H 1.95 2.97 3.69
H -0.08 4.05 3.23
H -0.90 3.05 4.53
H -1.93 2.77 2.64
H 1.83 0.64 4.00
O 1.99 2.97 -1.49
H 1.89 2.99 -2.45
H 2.55 3.73 -1.30
O -1.88 -2.60 1.18
H -1.96 -3.47 0.80
H -2.73 -2.43 1.59


37
Properties=species:S:1:pos:R:3 method="wB97M-V/def2-TZVPD" homo_ev="-7.62 / -7.84" charge=0 de_lowest_kj_mol=0.00
Ru -0.40 0.23 -0.07
O 4.75 -2.56 1.07
C 4.20 -1.65 2.02
C 2.86 -1.11 1.49
C 2.34 -0.12 2.54
O 2.02 -0.75 3.77
C 3.13 -0.43 0.15
Se 1.77 0.72 -0.65
C 1.93 -2.31 1.32
Se 0.10 -1.99 0.71
H 5.52 -2.99 1.46
H 4.88 -0.80 2.17
H 4.03 -2.13 2.98
H 1.48 0.42 2.16
H 3.12 0.61 2.76
H 1.10 -1.04 3.73
H 3.41 -1.18 -0.59
H 3.97 0.26 0.25
H 1.82 -2.82 2.27
H 2.37 -3.01 0.61
S -2.28 4.38 0.27
C -1.55 2.93 0.06
S -0.92 2.20 -1.37
S -1.23 1.75 1.32
C -3.02 0.02 -3.83
N -3.66 0.66 -2.69
C -4.50 1.75 -2.75
C -4.74 2.14 -1.48
N -4.05 1.27 -0.67
C -3.37 0.39 -1.41
S -2.35 -0.88 -0.83
H -3.63 0.20 -4.71
H -2.94 -1.05 -3.65
H -2.03 0.44 -3.97
H -4.85 2.16 -3.69
H -5.32 2.96 -1.09
H -3.94 1.34 0.33


82
Properties=species:S:1:pos:R:3 method="wB97M-V/def2-TZVPD" homo_ev=-10.92 charge=+1
O 5.02 -2.86 -1.99
S 4.95 -1.48 -2.47
O 6.16 -1.24 -3.23
F 4.90 -0.55 -1.15
S 3.19 -1.40 -3.63
C 1.74 -1.71 -2.47
O 0.75 -2.32 -3.31
C -0.54 -2.02 -2.84
C -1.62 -1.82 -3.84
C -2.99 -1.55 -3.38
C -3.34 -1.43 -1.95
C -2.28 -1.62 -0.95
C -0.93 -1.93 -1.43
C 2.90 0.29 -4.33
F 1.55 0.35 -4.70
F 3.60 0.34 -5.53
C 3.35 1.47 -3.44
C 4.20 2.51 -4.07
C 4.63 3.67 -3.28
C 4.24 3.87 -1.87
C 3.42 2.83 -1.24
C 3.04 3.01 0.26
F 4.15 2.81 1.06
F 2.65 4.33 0.46
F 1.97 2.24 0.63
C 2.99 1.67 -2.03
H 2.08 -2.41 -1.66
H 1.30 -0.75 -2.11
H -1.46 -1.87 -4.94
H -3.83 -1.42 -4.11
H -4.37 -1.20 -1.57
H -2.46 -1.56 0.15
H -0.13 -2.08 -0.66
H 4.53 2.48 -5.13
H 5.26 4.46 -3.75
H 4.55 4.77 -1.29
H 2.34 0.93 -1.49
C -5.99 0.84 3.30
C -5.27 0.70 1.97
O -6.10 0.19 0.93
C -7.23 0.97 0.59
C -6.88 2.35 0.06
H -6.49 -0.10 3.57
H -5.29 1.10 4.09
H -6.76 1.61 3.26
H -4.45 -0.01 2.09
H -4.82 1.65 1.67
H -7.93 1.03 1.43
H -7.75 0.42 -0.20
H -6.45 2.98 0.85
H -7.77 2.85 -0.32
H -6.14 2.28 -0.74
C -5.64 -4.87 6.86
C -6.09 -3.44 6.64
O -5.63 -2.88 5.42
C -6.07 -3.52 4.23
C -7.57 -3.49 4.05
H -4.56 -4.96 6.72
H -5.90 -5.21 7.86
H -6.11 -5.55 6.14
H -5.67 -2.82 7.43
H -7.18 -3.35 6.71
H -5.69 -4.54 4.18
H -5.60 -2.98 3.40
H -8.08 -4.10 4.80
H -7.85 -3.87 3.07
H -7.95 -2.47 4.16
C 9.82 2.64 -2.14
C 8.82 3.24 -1.17
O 7.48 2.84 -1.43
C 7.21 1.45 -1.32
C 7.45 0.89 0.07
H 9.51 2.81 -3.17
H 10.81 3.09 -1.99
H 9.92 1.56 -2.00
H 8.83 4.33 -1.28
H 9.09 3.02 -0.14
H 7.77 0.90 -2.08
H 6.15 1.33 -1.57
H 8.51 0.90 0.32
H 7.10 -0.14 0.13
H 6.93 1.49 0.82


69
Properties=species:S:1:pos:R:3 method="wB97M-V/def2-TZVPD" spin_multiplicity=5 homo_ev="-9.84 / -9.97" charge=+1 de_lowest_kj_mol=9.58
Mn -0.23 -0.14 0.18
Br 3.20 2.66 5.35
C 2.75 1.69 3.80
C 3.73 1.33 2.88
Br 5.53 1.80 3.15
C 3.37 0.62 1.73
Br 4.64 0.03 0.46
C 2.04 0.32 1.48
O 1.61 -0.30 0.37
C 1.05 0.68 2.41
O -0.20 0.37 2.08
C 1.41 1.35 3.57
Br 0.03 1.78 4.78
C -4.45 -0.38 -2.21
N -4.20 -0.99 -0.93
C -5.15 -1.95 -0.36
C -4.26 -2.71 0.63
N -3.18 -1.77 0.86
C -2.28 -1.89 1.98
C -3.13 -0.84 -0.12
N -2.17 0.06 -0.22
C -2.46 1.38 -0.82
C -1.49 2.36 -0.20
N -0.16 1.81 -0.49
C 0.92 2.57 -0.38
N 2.01 2.36 -1.14
C 2.11 1.44 -2.25
C 3.10 3.27 -0.81
C 2.44 4.23 0.19
N 1.14 3.62 0.44
C 0.38 3.99 1.62
H -4.95 -1.11 -2.85
H -3.51 -0.11 -2.69
H -5.08 0.51 -2.14
H -5.56 -2.59 -1.13
H -5.97 -1.43 0.15
H -3.89 -3.65 0.20
H -4.78 -2.94 1.56
H -2.80 -2.40 2.79
H -1.96 -0.91 2.33
H -1.39 -2.47 1.73
H -3.49 1.67 -0.61
H -2.30 1.38 -1.90
H -1.71 2.41 0.87
H -1.62 3.35 -0.63
H 1.16 0.93 -2.36
H 2.90 0.72 -2.06
H 2.33 1.98 -3.17
H 3.44 3.78 -1.71
H 3.94 2.73 -0.37
H 2.32 5.24 -0.21
H 3.00 4.30 1.12
H 1.08 4.32 2.39
H -0.14 3.13 2.02
H -0.32 4.80 1.42
O -0.22 -1.94 -0.71
S 0.92 -2.91 -0.30
C 0.44 -4.45 -1.12
C 1.68 -4.93 -1.87
C 2.26 -3.68 -2.53
C 2.31 -2.62 -1.43
H -0.36 -4.17 -1.80
H 0.06 -5.15 -0.38
H 1.41 -5.70 -2.60
H 2.40 -5.37 -1.18
H 1.61 -3.35 -3.34
H 3.25 -3.85 -2.94
H 2.20 -1.59 -1.76
H 3.21 -2.68 -0.82


12
Properties=species:S:1:pos:R:3 method="wB97M-V/def2-TZVPD" homo_ev=-10.29 charge=0 de_lowest_kj_mol=299.94
C 2.01 -0.22 -0.14
C 1.34 0.90 -0.61
C -0.83 -0.06 -0.88
C -1.71 -0.06 0.31
N 0.16 0.95 -1.06
N 1.83 -0.87 0.83
O 1.76 -1.79 1.60
O -0.81 -1.20 -1.50
Cl 2.05 2.57 -0.55
H -1.20 -0.53 1.12
H -2.79 -0.54 0.14
H -1.82 0.85 0.76


13
Properties=species:S:1:pos:R:3 method="wB97M-V/def2-TZVPD" homo_ev=-10.07 charge=0 de_lowest_kj_mol=73.23 smiles="NC(=O)CCO"
N -0.94 -1.11 -0.90
C -1.12 0.17 -0.44
O -2.26 0.60 -0.44
C 0.03 0.99 0.09
C 1.27 0.24 0.55
O 0.99 -0.68 1.58
H -1.85 -1.36 -1.28
H -0.09 -1.50 -1.28
H -0.41 1.56 0.91
H 0.29 1.71 -0.70
H 1.77 -0.25 -0.30
H 1.99 0.95 0.97
H 0.35 -1.32 1.24


36
Properties=species:S:1:pos:R:3 method="wB97M-V/def2-TZVPD" homo_ev="-15.78 / -15.80" charge=+2 de_lowest_kj_mol=42.43
I -1.44 -1.28 -3.75
I -2.80 -1.76 -0.79
Lu -0.39 -0.38 -0.81
P 0.77 -2.62 0.46
C 0.21 -3.35 2.05
C 0.50 -3.81 -0.88
H 0.93 -4.80 -0.69
H 3.04 -3.45 0.90
H 0.93 -3.38 -1.81
H 2.98 -2.07 -0.24
H -0.88 -3.45 2.03
H -0.58 -3.90 -1.06
C 2.55 -2.50 0.68
H 0.67 -4.32 2.26
H 2.75 -1.78 1.48
H 0.46 -2.65 2.86
P -1.07 2.33 -1.05
C -2.22 3.24 0.04
C 0.35 3.43 -1.14
H -0.99 1.78 -3.37
H -2.04 3.24 -3.14
H -2.60 1.58 -2.73
C -1.74 2.27 -2.73
H 1.11 2.97 -1.78
H 0.12 4.44 -1.50
H -2.48 4.24 -0.34
H -1.75 3.36 1.03
H 0.80 3.51 -0.13
H -3.13 2.65 0.18
C -1.57 -0.21 1.20
O -2.01 -0.06 2.27
F 1.14 0.51 0.31
B 2.10 1.56 2.53
F 1.06 2.43 2.47
F 1.93 0.33 3.09
F 3.28 1.93 2.11


Number 1: strongest force on any atom 3.1 eV/A, calculated total energy -805.75163 Ha. Number 2: strongest force on any atom 0.2 eV/A, calculated total energy -7141.17867 Ha. Number 3: strongest force on any atom 7.4 eV/A, calculated total energy -2899.90182 Ha. Number 4: strongest force on any atom 0.2 eV/A, calculated total energy -13256.90396 Ha. Number 5: strongest force on any atom 7.2 eV/A, calculated total energy -874.23641 Ha. Number 6: strongest force on any atom 0.9 eV/A, calculated total energy -323.75307 Ha. Number 7: strongest force on any atom 6.9 eV/A, calculated total energy -3290.35584 Ha.